Record 1
Computed, not measured: C15H31NO6PV as an isolated structure, with wB97M-V/def2-TZVPD.

The expectation value of S² is 2.11. As for the molar mass: 403.3 g mol⁻¹. As for the multiplicity: 3. The total charge is +2. The calculation puts the energy at -2380.9535 a.u. The value obtained for the largest force on an atom is 0.13742 hartree/bohr.

Geometry as XYZ:
```
55
Properties=species:S:1:pos:R:3:forces:R:3:lowdin_spin:R:1
C 0.022 4.320 2.254 0.12 0.05 -0.19 0.000
O 0.565 4.979 1.145 -0.25 0.28 -0.25 0.000
C -0.144 4.797 -0.070 0.73 -0.62 0.08 0.000
C 0.733 4.134 -1.137 -0.63 0.67 -0.50 0.000
C 0.021 3.009 -1.867 0.81 -0.01 0.07 0.000
C 0.273 1.669 -1.188 -1.00 0.53 -0.39 0.000
C -0.844 0.713 -1.565 0.62 -0.14 1.03 0.000
C -0.730 -0.702 -0.967 0.44 -1.21 0.09 0.000
P -2.333 -1.515 -1.425 0.16 0.51 -0.56 0.000
O -2.766 -0.947 -2.667 -0.40 0.88 -1.86 0.000
O -2.156 -3.085 -1.590 -0.13 -0.36 1.50 0.000
O -3.414 -1.244 -0.268 0.68 -0.13 0.70 0.000
C 0.418 -1.483 -1.684 -1.01 0.37 0.99 0.000
C 1.620 -1.888 -0.820 3.01 -0.22 -0.85 0.000
C 2.603 -0.761 -0.510 -0.46 -0.51 0.73 0.000
C 2.431 -2.912 -1.631 -0.37 0.20 0.18 0.000
N 1.193 -2.561 0.448 -4.54 -4.44 -3.10 0.000
O 1.112 -3.805 0.363 1.57 3.57 1.28 0.000
C 0.054 -1.956 1.200 -0.40 1.05 1.93 0.000
C -1.086 -2.948 1.456 0.72 -0.65 -0.09 -0.001
C 0.605 -1.567 2.599 0.47 -0.22 -0.79 -0.001
C -0.465 -0.666 0.548 0.21 -0.31 -0.71 0.000
H 0.449 3.323 2.351 0.01 -0.36 0.10 0.000
H -1.058 4.257 2.203 -0.37 -0.08 -0.07 0.000
H 0.265 4.892 3.130 0.24 0.21 0.49 0.000
H -1.021 4.173 0.074 -0.33 -0.13 0.32 0.000
H -0.485 5.751 -0.437 -0.16 0.47 0.02 0.000
H 0.949 4.884 -1.881 0.36 0.38 -0.21 0.000
H 1.682 3.823 -0.731 0.31 -0.20 0.31 0.000
H 0.411 2.977 -2.874 -0.13 -0.16 -0.44 0.000
H -1.036 3.218 -1.928 -0.44 0.09 -0.09 0.000
H 1.244 1.341 -1.517 0.45 -0.32 0.19 0.000
H 0.254 1.878 -0.130 0.31 -0.14 0.55 0.000
H -0.881 0.647 -2.633 -0.40 -0.17 -0.58 0.000
H -1.764 1.145 -1.198 -0.46 0.32 -0.15 0.000
H -2.602 -3.592 -0.893 0.00 -0.12 -0.39 0.000
H -3.565 -0.280 -0.291 -0.42 -0.39 0.04 0.000
H 0.072 -2.359 -2.211 -0.24 -0.30 -0.02 0.000
H 0.833 -0.831 -2.429 0.44 0.24 -0.40 0.000
H 3.514 -1.221 -0.165 0.46 0.00 0.13 0.000
H 2.800 -0.233 -1.419 0.12 0.42 -0.36 0.000
H 2.247 -0.106 0.263 -0.11 0.60 0.19 0.000
H 2.939 -2.387 -2.420 0.21 0.39 -0.34 0.000
H 1.794 -3.637 -2.110 -0.12 -0.48 0.05 0.000
H 3.193 -3.384 -1.027 0.11 -0.25 0.14 0.000
H -1.260 -3.641 0.650 0.20 -0.26 -0.25 0.000
H -0.880 -3.508 2.357 0.12 -0.42 0.08 0.000
H -2.005 -2.427 1.625 -0.40 0.65 0.09 0.000
H -0.211 -1.421 3.281 -0.28 0.15 0.20 -0.001
H 1.238 -2.373 2.934 0.11 -0.33 0.45 0.000
H 1.210 -0.681 2.524 0.22 0.43 0.14 0.000
H -1.392 -0.469 1.055 -0.40 0.17 0.43 0.000
H 0.188 0.142 0.816 0.37 0.38 -0.14 0.000
O -2.034 -2.355 4.591 -2.36 -2.40 3.73 -0.433
V -2.801 -3.128 5.815 2.20 2.32 -3.49 2.436
```
Forces are in eV/Å.

Record 2
Computed, not measured: one molecule with the formula C7H3BrFN3, with wB97M-V/def2-TZVPD.

As for the molar mass: 228.0 g mol⁻¹. As for the multiplicity: 1. The energy relative to the best compared isomer or geometry (same formula, charge and spin) is 0.0 kcal per mole. As for the SMILES: N#C/C=C/C(Br)=C\N=C(\F)C#N. The value obtained for the largest force on an atom is 0.08009 hartree/bohr.

Geometry as XYZ:
```
15
Properties=species:S:1:pos:R:3:forces:R:3:lowdin_charge:R:1
N 1.774 3.453 0.019 0.81 1.45 0.11 0.169
C 1.041 2.647 0.351 -0.06 -0.37 -1.22 -0.219
C 0.327 1.448 0.457 1.37 -0.86 2.23 -0.120
C -0.863 1.194 -0.006 -1.76 -0.61 -1.87 -0.121
C -1.613 -0.053 0.191 1.12 -1.15 0.35 -0.671
Br -3.471 -0.034 -0.059 -0.28 0.29 -0.06 0.781
C -1.083 -1.243 0.561 -2.44 0.06 -0.44 -0.223
N 0.175 -1.574 0.841 3.97 0.91 -0.61 0.162
C 1.128 -1.524 0.012 -0.55 -0.38 2.78 -0.372
F 2.373 -1.583 0.469 0.16 -0.24 0.16 0.133
C 1.121 -1.508 -1.383 -0.35 -0.01 -1.66 -0.101
N 1.138 -1.655 -2.519 -0.05 0.14 -0.29 0.231
H 0.875 0.717 1.052 -0.38 0.23 0.21 0.113
H -1.267 1.842 -0.779 -0.37 0.39 0.53 0.121
H -1.654 -2.125 0.794 -1.19 0.15 -0.20 0.118
```
Forces are in eV/Å.

Record 3
Computed, not measured: C43H35FeN8O3Se2Te as an isolated structure, with wB97M-V/def2-TZVPD.

The expectation value of S² is 0.92. As for the molar mass: 1053.2 g mol⁻¹. As for the multiplicity: 2. The energy relative to the best compared isomer or geometry (same formula, charge and spin) is 66.3 kcal per mole. The value obtained for the largest force on an atom is 0.07871 hartree/bohr.

Geometry as XYZ:
```
93
Properties=species:S:1:pos:R:3:forces:R:3:lowdin_spin:R:1
Fe 0.544 1.009 0.619 -2.80 1.81 2.29 0.094
O 3.076 4.742 0.138 0.23 -0.01 -0.15 0.000
C 2.127 5.538 0.665 -0.23 0.16 0.37 0.000
C 2.220 6.909 0.422 0.08 -0.07 -0.03 0.000
C 1.275 7.775 0.936 -0.02 -0.01 -0.05 0.000
C 0.227 7.294 1.716 -0.04 0.07 -0.01 0.000
C 0.134 5.941 1.970 0.02 -0.02 -0.03 0.000
C 1.064 5.042 1.444 0.26 0.18 -0.20 0.000
C 0.913 3.590 1.657 -0.21 -0.84 0.81 0.000
O 1.699 2.774 1.016 0.86 -0.52 0.17 0.001
N -0.006 3.172 2.484 -0.28 1.14 0.07 0.001
N -0.012 1.807 2.547 0.38 -0.85 -1.53 -0.001
C -0.226 1.263 3.685 -0.06 0.43 0.01 0.001
C 0.071 -0.103 3.997 0.06 -0.61 0.03 0.001
C -0.069 -0.549 5.323 -0.01 0.15 -0.10 0.000
C 0.454 -1.747 5.745 -0.02 -0.13 0.17 0.001
C 1.154 -2.544 4.831 -0.10 0.07 -0.02 0.000
C 1.278 -2.156 3.520 -0.09 -0.08 -0.18 0.000
C 0.729 -0.935 3.048 -0.05 0.31 -0.15 -0.001
O 0.854 -0.630 1.799 0.31 0.38 -0.87 0.004
H 2.833 3.815 0.380 0.05 0.02 0.26 0.000
H 3.054 7.266 -0.167 -0.01 0.01 -0.02 0.000
H 1.352 8.833 0.722 0.02 0.01 0.03 0.000
H -0.508 7.980 2.116 -0.01 -0.03 0.03 0.000
H -0.663 5.542 2.583 -0.02 -0.03 -0.03 0.000
H -0.519 1.911 4.512 0.06 0.11 -0.06 0.000
H -0.568 0.098 6.037 0.00 0.04 -0.01 0.000
H 0.356 -2.056 6.777 -0.01 0.01 0.01 0.000
H 1.618 -3.464 5.164 -0.05 -0.05 -0.01 0.000
H 1.803 -2.767 2.795 0.06 0.03 0.01 0.000
Se -5.919 4.331 -2.444 -0.11 0.06 -0.02 0.000
N -4.214 4.810 -2.371 0.36 -0.03 0.01 0.000
C -3.562 3.853 -1.757 -0.44 0.22 -0.13 0.000
C -2.130 3.867 -1.538 0.56 -0.24 0.14 0.001
C -1.289 4.904 -1.947 -0.02 -0.01 -0.01 0.000
C 0.069 4.779 -1.753 -0.22 -0.22 -0.17 0.001
C 0.557 3.617 -1.151 0.15 0.23 -0.71 0.011
N -0.225 2.647 -0.715 -0.23 -0.32 0.38 0.009
C -1.549 2.762 -0.903 0.17 0.68 -0.39 -0.001
C -2.365 1.681 -0.402 -0.46 -0.16 0.02 0.000
N -1.713 0.733 0.258 1.07 -0.93 0.39 -0.002
C -2.386 -0.264 0.794 -0.35 -0.27 0.10 -0.001
C -3.773 -0.377 0.695 0.02 0.22 -0.09 0.000
C -4.461 0.588 -0.012 0.08 0.05 -0.02 0.000
C -3.750 1.647 -0.583 0.21 -0.33 0.29 0.000
C -4.363 2.735 -1.313 -0.38 0.31 -0.18 0.000
N -5.643 2.803 -1.590 0.16 -0.24 0.18 0.000
H -1.724 5.774 -2.421 0.03 0.03 0.00 0.000
H 0.756 5.547 -2.077 0.03 0.00 0.07 0.000
H 1.622 3.469 -1.021 -0.36 0.08 -0.21 0.009
H -1.793 -1.005 1.310 0.09 -0.02 0.03 0.000
H -4.291 -1.198 1.170 0.03 -0.04 -0.03 0.000
H -5.537 0.561 -0.125 -0.01 -0.04 0.00 0.000
C 2.949 -1.994 -7.160 -0.04 0.04 0.05 0.002
C 2.654 -1.523 -5.764 -0.02 0.02 0.10 0.013
C 3.076 -2.243 -4.655 0.02 0.09 -0.16 -0.002
C 2.857 -1.798 -3.357 0.12 -0.01 0.25 0.017
C 3.370 -2.616 -2.203 -0.10 0.15 -0.02 0.019
C 2.175 -0.589 -3.169 -0.68 0.00 -0.07 0.045
Te 1.950 0.154 -1.179 1.87 -0.86 -0.67 0.670
C 1.706 0.137 -4.268 -0.12 0.14 0.06 0.018
C 0.974 1.444 -4.120 0.13 -0.12 0.00 0.019
C 1.961 -0.339 -5.548 0.11 -0.08 -0.03 -0.003
H 3.454 -2.959 -7.151 -0.01 -0.01 -0.03 0.000
H 3.592 -1.277 -7.673 0.00 -0.03 -0.04 0.001
H 2.030 -2.088 -7.740 0.02 -0.02 -0.03 0.001
H 3.606 -3.176 -4.808 0.01 -0.02 0.05 0.000
H 3.831 -3.539 -2.552 0.00 0.01 -0.01 0.001
H 2.555 -2.866 -1.521 0.08 -0.09 0.03 0.006
H 4.110 -2.046 -1.638 0.05 -0.02 0.05 0.005
H 0.409 1.476 -3.188 -0.08 0.03 0.02 0.010
H 0.287 1.596 -4.952 0.00 0.03 0.02 0.001
H 1.687 2.272 -4.115 -0.05 0.06 0.05 0.001
H 1.619 0.236 -6.403 -0.04 0.02 0.02 0.000
C 0.222 -6.210 -0.456 0.01 -0.12 -0.16 0.000
N -0.440 -5.513 0.619 -0.04 0.22 0.14 0.004
C -0.549 -4.159 0.731 0.00 -0.05 0.05 0.008
Se -0.009 -2.899 -0.458 -0.12 0.03 -0.30 0.029
N -1.178 -3.918 1.913 0.10 -0.11 -0.07 0.003
C -1.450 -5.102 2.573 0.00 -0.21 -0.02 0.000
C -2.046 -5.374 3.791 -0.03 0.06 -0.03 0.000
C -2.198 -6.710 4.136 -0.01 0.05 0.02 0.001
C -1.769 -7.729 3.289 0.05 -0.09 -0.01 0.001
C -1.157 -7.455 2.074 0.02 0.04 -0.10 0.001
C -0.999 -6.122 1.732 -0.10 -0.01 0.24 0.000
H 0.674 -5.470 -1.112 -0.03 0.01 0.01 0.000
H -0.493 -6.807 -1.025 -0.01 0.01 0.01 0.000
H 0.996 -6.864 -0.053 -0.01 0.02 0.03 0.000
H -1.247 -2.996 2.305 0.11 0.11 0.01 0.000
H -2.381 -4.575 4.439 0.01 -0.01 0.03 0.000
H -2.662 -6.966 5.079 0.00 0.01 0.00 0.000
H -1.911 -8.759 3.586 0.00 0.00 0.00 0.000
H -0.831 -8.248 1.414 0.02 -0.02 0.02 0.000
```
Forces are in eV/Å.

Record 4
Computed, not measured: C55H46I2N3O6P2RbS2 as an isolated structure, with wB97M-V/def2-TZVPD.

As for the molar mass: 1310.3 g mol⁻¹. As for the multiplicity: 1. The energy relative to the best compared isomer or geometry (same formula, charge and spin) is 32.0 kcal per mole. The value obtained for the largest force on an atom is 0.02677 hartree/bohr.

Geometry as XYZ:
```
117
Properties=species:S:1:pos:R:3:forces:R:3:lowdin_charge:R:1
Rb 0.101 -1.592 -0.100 0.12 -0.46 -0.08 0.595
O -3.819 -0.490 1.191 -0.27 -0.26 0.16 -0.506
S -2.674 0.147 0.482 -0.61 0.77 -0.08 0.849
C -3.537 0.911 -0.930 0.18 0.01 -0.08 -0.472
C -4.922 0.828 -0.957 -0.12 -0.10 0.14 -0.113
C -5.624 1.363 -2.024 0.11 0.00 0.03 -0.063
C -4.930 1.983 -3.055 -0.01 0.04 -0.07 -0.062
C -3.548 2.056 -3.021 0.07 -0.02 -0.02 -0.067
C -2.824 1.507 -1.964 0.10 -0.09 0.19 -0.382
P -0.973 1.512 -1.807 -0.44 0.30 -0.73 1.126
C -0.545 0.873 -3.486 0.20 -0.12 0.11 -0.346
C -0.011 -0.416 -3.552 0.01 0.25 0.08 -0.155
C 0.400 -0.960 -4.760 -0.01 -0.07 0.01 -0.083
C 0.262 -0.233 -5.931 0.00 -0.06 0.02 -0.077
C -0.288 1.040 -5.885 -0.01 0.09 -0.06 -0.075
C -0.680 1.592 -4.675 0.00 -0.08 -0.01 -0.102
C -0.744 3.327 -2.006 0.17 0.08 0.22 -0.342
C -1.531 4.176 -1.226 0.00 -0.07 -0.06 -0.083
C -1.328 5.547 -1.236 -0.02 0.08 0.04 -0.076
C -0.336 6.102 -2.030 0.07 0.00 0.04 -0.090
C 0.461 5.270 -2.803 0.01 -0.02 0.00 -0.081
C 0.263 3.897 -2.785 0.00 -0.03 -0.01 -0.113
C -2.377 1.689 1.411 0.29 -0.05 0.12 -0.339
C -3.439 2.575 1.545 -0.14 -0.04 -0.03 -0.078
C -3.326 3.684 2.362 -0.04 -0.02 -0.03 -0.064
C -2.158 3.888 3.085 0.08 0.01 0.00 -0.057
C -1.104 3.001 2.959 -0.15 0.05 0.01 -0.092
C -1.181 1.896 2.104 0.00 -0.06 -0.10 -0.335
P 0.256 0.746 1.942 0.57 0.93 0.33 1.047
C 0.716 0.684 3.733 -0.08 -0.22 0.10 -0.323
C -0.284 0.402 4.665 0.01 0.00 -0.02 -0.112
C 0.005 0.303 6.016 -0.04 0.03 0.05 -0.081
C 1.304 0.485 6.468 0.04 0.00 0.01 -0.090
C 2.308 0.752 5.553 0.01 0.01 0.03 -0.078
C 2.019 0.848 4.199 -0.14 0.01 -0.02 -0.081
C 1.609 1.886 1.415 -0.05 -0.06 -0.02 -0.362
C 2.811 1.215 1.165 -0.05 0.00 -0.08 -0.141
C 3.965 1.910 0.845 0.01 -0.03 0.05 -0.088
C 3.936 3.298 0.768 0.02 -0.03 -0.10 -0.097
C 2.737 3.968 0.954 -0.02 0.06 -0.07 -0.079
C 1.577 3.267 1.264 0.04 -0.02 -0.06 -0.070
H -5.427 0.342 -0.132 0.01 -0.04 -0.04 0.110
H -6.704 1.300 -2.048 0.00 -0.01 0.00 0.108
H -5.468 2.410 -3.892 0.00 0.00 0.01 0.107
H -3.025 2.547 -3.829 0.00 0.00 -0.02 0.099
H 0.125 -0.989 -2.645 0.03 0.05 -0.24 0.010
H 0.842 -1.949 -4.776 -0.07 -0.03 -0.01 0.090
H 0.583 -0.653 -6.876 0.00 0.00 0.00 0.104
H -0.396 1.616 -6.795 -0.01 0.00 0.00 0.104
H -1.071 2.600 -4.666 0.01 0.03 0.02 0.095
H -2.318 3.758 -0.609 0.01 0.03 0.04 0.092
H -1.947 6.185 -0.618 -0.02 -0.02 -0.01 0.104
H -0.180 7.173 -2.042 -0.01 0.00 0.00 0.101
H 1.242 5.691 -3.425 -0.02 0.00 -0.02 0.103
H 0.889 3.265 -3.400 0.02 -0.02 0.01 0.093
H -4.364 2.388 1.015 0.00 0.02 0.01 0.110
H -4.149 4.382 2.444 -0.03 -0.03 0.03 0.108
H -2.074 4.734 3.756 0.02 0.01 -0.02 0.108
H -0.208 3.147 3.548 0.02 0.00 -0.02 0.117
H -1.301 0.259 4.324 -0.01 0.02 0.03 0.106
H -0.786 0.088 6.724 -0.03 0.00 -0.03 0.104
H 1.530 0.422 7.525 0.00 -0.03 0.00 0.099
H 3.328 0.896 5.890 0.00 -0.02 0.00 0.103
H 2.821 1.064 3.511 0.04 0.02 0.03 0.087
H 2.824 0.128 1.218 0.04 0.00 0.01 0.098
H 4.884 1.370 0.647 0.02 0.01 0.07 0.111
H 4.841 3.847 0.540 0.00 0.02 -0.01 0.103
H 2.704 5.048 0.858 -0.02 -0.01 0.01 0.103
H 0.646 3.809 1.372 0.01 0.03 0.05 0.093
O 3.613 2.622 -2.530 0.42 0.36 -0.28 0.119
C 2.898 1.557 -2.158 -0.39 0.42 0.23 -0.480
O 1.851 1.644 -1.594 -0.59 -0.01 0.17 0.080
C 3.530 0.278 -2.507 0.76 -1.12 -0.27 -0.151
C 4.830 0.248 -3.016 -0.39 0.26 0.13 0.031
C 5.386 -0.970 -3.338 0.24 -0.16 -0.06 -0.025
C 4.638 -2.116 -3.153 -0.11 -0.06 0.02 0.031
C 3.362 -1.988 -2.609 0.21 0.17 -0.02 -0.165
N 2.814 -0.827 -2.281 0.18 0.45 -0.04 0.226
C 2.518 -3.187 -2.336 -0.48 -0.38 0.21 -0.467
O 3.186 -4.329 -2.534 0.27 -0.12 -0.11 0.128
O 1.367 -3.165 -1.982 0.36 0.08 -0.25 -0.066
H 3.160 3.419 -2.211 -0.08 -0.15 0.10 0.128
H 5.368 1.177 -3.142 0.03 -0.05 -0.03 0.123
H 6.399 -1.033 -3.711 -0.02 0.01 -0.07 0.117
H 5.022 -3.090 -3.416 0.01 0.00 0.07 0.123
H 2.608 -5.068 -2.296 -0.11 0.05 0.08 0.141
I -1.125 -4.733 -3.765 -0.19 0.07 0.03 0.778
C -3.076 -3.927 -3.504 0.13 0.11 0.11 -1.122
I -3.162 -2.098 -2.384 -0.10 -0.37 -0.29 0.951
H -3.669 -4.670 -2.986 0.02 0.04 0.06 -0.042
H -3.480 -3.731 -4.489 0.00 0.08 0.02 -0.044
S 2.439 -4.917 3.558 -0.27 0.20 -0.25 0.926
C 3.307 -3.457 3.747 0.12 -0.03 0.11 -0.469
C 2.869 -2.470 2.911 0.06 -0.45 0.24 -0.267
C 1.785 -2.840 2.059 -0.27 0.67 -0.69 -0.225
C 1.420 -4.130 2.283 0.73 -0.18 0.65 -0.542
C 0.317 -4.889 1.724 -0.19 -0.11 -0.12 -0.330
C 0.104 -6.247 2.036 -0.01 0.07 -0.05 -0.052
C -0.988 -6.907 1.517 0.01 0.04 0.00 -0.079
C -1.880 -6.215 0.704 0.01 -0.05 0.00 -0.084
C -1.599 -4.885 0.445 -0.06 -0.12 -0.04 -0.180
N -0.541 -4.236 0.916 -0.04 -0.14 0.05 0.045
H 4.105 -3.409 4.476 -0.01 0.01 0.00 0.048
H 3.316 -1.481 2.935 0.05 0.00 -0.01 0.059
H 0.801 -6.759 2.684 0.00 -0.03 -0.01 0.075
H -1.151 -7.954 1.744 0.00 0.00 0.03 0.103
H -2.758 -6.695 0.293 -0.01 0.04 -0.03 0.093
H -2.280 -4.298 -0.167 0.04 -0.01 -0.03 0.067
C -1.216 -2.900 4.174 0.11 0.09 -0.03 0.025
C -1.861 -2.237 2.984 0.00 -0.26 0.18 -0.557
N -3.048 -2.741 2.602 -0.09 0.10 -0.08 0.185
O -1.341 -1.299 2.380 -0.32 -0.32 0.32 -0.204
H -1.916 -2.962 5.009 -0.03 0.01 -0.01 0.088
H -0.332 -2.342 4.471 0.04 -0.04 -0.05 0.081
H -0.912 -3.911 3.899 0.02 -0.01 0.01 0.079
H -3.504 -3.466 3.124 0.08 -0.02 0.05 0.110
H -3.565 -2.186 1.927 -0.04 -0.03 0.01 0.067
```
Forces are in eV/Å.